(1)
DFT (ωB97M-V/def2-TZVPD) results for the molecule C19H21N3O3.

Its relative energy (zero: lowest compared OMol25 entry of this formula, charge and spin) is 1.6280 eV. The HOMO energy comes out at -0.3053 Eh. The total energy is -30657.202 eV. The LUMO energy is 0.7 eV. Its net charge is 0.

Last column: Löwdin charge in e.
Positions of all 46 atoms, in Å:
C 4.38510 -4.39676 -1.31656  -0.11
C 3.09013 -3.84935 -1.90139  -0.23
C 3.35432 -2.62250 -2.77717  -0.21
O 2.17675 -2.10586 -3.36442  -0.04
C 1.32237 -1.35548 -2.62415  -0.26
C 1.51882 -0.96145 -1.30384  0.00
C 0.57628 -0.17870 -0.66279  0.01
C -0.57050 0.22760 -1.32723  -0.17
N -1.52540 1.03835 -0.65743  0.11
C -2.89864 0.92131 -0.82900  -0.40
O -3.44942 0.07006 -1.47193  0.12
C -3.54864 2.06023 -0.06724  -0.02
C -2.46426 2.53282 0.89327  -0.24
N -2.66378 1.90782 2.19131  -0.01
C -1.61652 2.10438 3.18168  -0.16
C -0.45093 1.15010 3.08198  -0.21
C -0.65445 -0.22361 3.00761  -0.03
C 0.43749 -1.07035 2.91357  -0.07
C 1.70360 -0.50559 2.90839  -0.17
N 1.91294 0.79697 2.99013  0.07
C 0.86762 1.59800 3.06929  -0.12
C -1.17670 2.06014 0.21227  -0.36
O -0.06172 2.46034 0.41513  0.13
C -0.77296 -0.15466 -2.64932  0.00
C 0.16155 -0.94150 -3.28388  0.01
H 4.18340 -5.27280 -0.70571  0.07
H 4.87178 -3.64860 -0.69446  0.07
H 5.07251 -4.68119 -2.10980  0.07
H 2.40211 -3.58222 -1.09682  0.10
H 2.60331 -4.61192 -2.51212  0.12
H 3.87975 -1.84534 -2.20871  0.12
H 3.98127 -2.90650 -3.62745  0.13
H 2.40086 -1.24782 -0.75442  0.11
H 0.74991 0.12364 0.35663  0.09
H -3.82321 2.83730 -0.78234  0.14
H -4.45345 1.73135 0.44186  0.13
H -2.43941 3.61591 1.04627  0.16
H -2.84747 0.91571 2.07335  0.11
H -2.08947 1.97666 4.16403  0.13
H -1.26118 3.13372 3.10603  0.13
H -1.65625 -0.63453 3.02899  0.11
H 0.30605 -2.13944 2.84788  0.10
H 2.59193 -1.11964 2.83768  0.10
H 1.09129 2.65485 3.12194  0.12
H -1.66169 0.15572 -3.17413  0.12
H 0.02004 -1.24763 -4.30793  0.12

(2)
DFT (ωB97M-V/def2-TZVPD) results for a structure of composition C3H3N3 at a distorted geometry.

Its relative energy (zero: lowest compared OMol25 entry of this formula, charge and spin) is 10.4397 eV. The HOMO energy (spin up / spin down) comes out at -0.3668 / -0.3668 Eh. The total energy is -7619.110 eV. The LUMO energy (spin up / spin down) is -2.4 / -2.4 eV. Its net charge is 0.

Last column: Löwdin charge in e.
Positions of all 9 atoms, in Å:
C 2.20410 -0.16997 -0.74180  -0.18
C 2.93885 0.60502 -1.56246  0.00
C -0.31746 0.01854 0.05991  0.13
N 4.18205 0.38151 -1.84478  -0.03
N 4.33267 -0.72302 -1.14408  -0.02
N 3.12237 -1.05448 -0.47557  0.00
H -0.98576 -0.71252 -0.49487  0.03
H 0.08775 -0.26084 1.15535  0.05
H -0.55066 1.13379 0.08257  0.02

(3)
DFT (ωB97M-V/def2-TZVPD) results for a structure of composition C25H51CrN5O3P2Sb.

Its relative energy (zero: lowest compared OMol25 entry of this formula, charge and spin) is 0.0000 eV. The spin multiplicity is 5. The HOMO energy (spin up / spin down) comes out at -0.3687 / -0.3793 Eh. The total energy is -93881.823 eV. The LUMO energy (spin up / spin down) is -2.1 / -1.9 eV. Its net charge is +1.

Last column: Löwdin charge in e.
Positions of all 88 atoms, in Å:
Cr -0.35129 0.64106 0.13397  0.51
C 2.45751 -2.02369 2.42428  -0.06
N 1.06006 -2.44934 2.40956  -0.29
C 0.83542 -3.85166 2.08214  -0.07
P -0.09574 -1.34336 2.67343  0.51
O 0.14243 -0.01437 2.03273  -0.32
O -1.43027 -2.03320 2.03948  -0.25
P -1.85610 -1.97151 0.48893  0.49
O -0.79223 -1.39570 -0.38649  -0.34
N -2.15021 -3.52304 0.08387  -0.29
C -3.19482 -4.25527 0.79214  -0.08
C -1.80253 -4.05376 -1.23257  -0.07
N -3.16638 -0.97576 0.55623  -0.28
C -4.06466 -0.87082 1.70227  -0.07
C -3.83871 -0.76855 -0.72895  -0.08
N -0.36701 -1.17001 4.26614  -0.28
C -1.19296 -0.06290 4.74728  -0.07
C -0.29258 -2.30432 5.18071  -0.07
H 3.02362 -2.62902 3.13439  0.10
H 2.52856 -0.97803 2.71827  0.09
H 2.89496 -2.13570 1.42925  0.07
H 1.50140 -4.47110 2.68574  0.09
H 1.03818 -4.04469 1.02580  0.08
H -0.19018 -4.14005 2.30113  0.08
H -3.32759 -3.85326 1.79669  0.08
H -2.89860 -5.30071 0.88581  0.09
H -4.15006 -4.21147 0.26119  0.09
H -0.98802 -3.47462 -1.65878  0.06
H -2.65997 -4.02818 -1.91081  0.09
H -1.47773 -5.08930 -1.12069  0.09
H -3.50940 -0.97904 2.63015  0.07
H -4.86306 -1.61846 1.66593  0.09
H -4.51958 0.12017 1.68963  0.09
H -3.10854 -0.77498 -1.53786  0.08
H -4.32203 0.20815 -0.71988  0.08
H -4.60072 -1.53209 -0.91464  0.09
H -1.15881 0.75246 4.03148  0.06
H -0.79965 0.29442 5.69819  0.10
H -2.23046 -0.37782 4.89581  0.09
H 0.44297 -3.02527 4.82965  0.08
H -1.26150 -2.80111 5.28796  0.09
H 0.02082 -1.94375 6.16014  0.09
C 5.30070 -0.44580 -1.50710  -0.13
C 4.24951 0.09883 -0.54882  -0.57
C 4.69211 1.41812 0.07556  -0.15
Sb 2.24710 0.26581 -1.35142  1.55
C 2.34030 1.71612 -2.94896  -0.57
C 3.36380 1.42739 -4.03931  -0.13
C 2.48001 3.14281 -2.43113  -0.14
C 2.17129 -1.51747 -2.55491  -0.57
C 2.16962 -2.75333 -1.66601  -0.15
C 0.95453 -1.48680 -3.47205  -0.14
H 6.25293 -0.57407 -0.98590  0.08
H 5.47814 0.23606 -2.33984  0.06
H 5.02381 -1.41554 -1.92338  0.06
H 4.11618 -0.62996 0.25942  0.05
H 4.89208 2.16895 -0.69247  0.06
H 5.61626 1.28264 0.64189  0.08
H 3.94242 1.82929 0.75592  0.07
H 1.33613 1.60794 -3.37680  0.07
H 4.38044 1.59360 -3.67835  0.07
H 3.21198 2.10178 -4.88581  0.08
H 3.30508 0.40630 -4.41882  0.06
H 3.47123 3.32049 -2.00864  0.07
H 1.74356 3.38838 -1.66232  0.05
H 2.34558 3.85509 -3.24841  0.09
H 3.07819 -1.51242 -3.16568  0.08
H 1.27763 -2.76087 -1.03433  0.04
H 3.04753 -2.80116 -1.01583  0.06
H 2.16224 -3.66629 -2.26810  0.09
H 0.03068 -1.39563 -2.89565  0.05
H 0.89605 -2.40806 -4.05834  0.08
H 0.99188 -0.65578 -4.17818  0.07
C -1.29256 1.96162 -1.28950  -0.12
C -1.46575 2.58532 -0.01295  -0.37
C -0.31272 2.90441 0.74949  -0.12
C -0.40267 3.22984 2.10801  -0.01
C -1.62797 3.22114 2.74000  -0.24
C -2.79418 2.89895 2.00689  -0.02
C -2.71306 2.57890 0.68236  -0.03
C -1.72757 3.49536 4.14018  -0.20
N -1.79803 3.65893 5.27621  0.17
H -0.50062 2.35296 -1.92317  0.05
H -2.19558 1.70076 -1.83130  0.06
H 0.64284 3.02464 0.24601  0.10
H 0.49204 3.48778 2.65846  0.13
H -3.75322 2.91759 2.50815  0.13
H -3.61265 2.35290 0.12350  0.11

(4)
DFT (ωB97M-V/def2-TZVPD) results for a cluster of 2 separate species, C5H6F2N2 in total at a distorted geometry.

Its relative energy (zero: lowest compared OMol25 entry of this formula, charge and spin) is 2.8497 eV. The spin multiplicity is 3. The HOMO energy (spin up / spin down) comes out at -0.2531 / -0.3824 Eh. The total energy is -13689.429 eV. The LUMO energy (spin up / spin down) is 0.7 / -4.1 eV. Its net charge is 0.

Last column: Löwdin charge in e.
Positions of all 15 atoms, in Å:
C -3.02235 0.93016 -0.21021  -0.23
C 0.51957 -0.23646 0.07777  -0.16
C -0.70002 -0.00773 -0.87441  -0.09
C -0.01222 -0.18559 1.46989  -0.15
C -1.75129 0.55247 0.09275  -0.31
N -4.15577 1.05396 -0.42811  0.18
N -1.24602 0.46532 1.29717  -0.09
F -1.53627 2.84840 -0.71987  0.01
F -1.95425 0.61426 2.50928  0.04
H 1.08205 -1.13826 -0.29174  0.12
H 1.30929 0.61769 -0.14394  0.15
H -0.64116 0.63047 -1.76398  0.12
H -1.11472 -0.91456 -1.19155  0.09
H -0.46081 -1.20385 1.67611  0.16
H 0.64245 0.33499 2.20702  0.15

(5)
DFT (ωB97M-V/def2-TZVPD) results for a cluster of 2 separate species, C18H28N7O5 in total at a distorted geometry.

The HOMO energy comes out at -0.1863 Eh. The total energy is -39791.963 eV. The LUMO energy is 2.4 eV. Its net charge is -1.

Last column: Löwdin charge in e.
Positions of all 58 atoms, in Å:
O 5.60551 -2.06723 -0.23572  0.01
O 1.87868 -0.56482 1.81102  -0.08
O 6.44735 -0.17435 3.80946  0.02
O 1.50640 -2.24912 3.18069  -0.05
N -2.82480 0.25948 0.91412  0.17
N -0.89818 0.24396 -0.42669  0.18
O -7.74320 1.12838 0.50772  -0.15
C 4.73826 -1.20238 -0.24386  -0.54
C 2.27792 -1.47904 2.57361  -0.69
C 6.13876 -0.67998 2.72952  -0.46
C -1.55957 0.00030 0.67554  -0.50
C -3.52290 0.79608 -0.07109  -0.30
C -1.59586 0.79100 -1.37711  -0.38
C -2.91852 1.09204 -1.26825  0.01
N -0.90888 -0.61926 1.65253  0.18
N 7.04775 -1.30404 1.97549  0.03
N -4.89477 1.02923 0.14067  -0.05
N -0.86773 1.00762 -2.51080  0.07
N 4.40895 -0.42347 0.78298  0.11
C 3.93482 -0.96202 -1.49865  0.00
C 8.45010 -1.49635 2.33144  -0.06
C -6.89355 1.03821 1.66336  -0.19
C -7.14265 1.93212 -0.51758  -0.19
C -5.53830 0.39964 1.32544  -0.13
C -5.80496 1.34600 -0.98990  -0.14
C -0.87020 0.68813 -5.03233  -0.11
C -2.28914 0.41511 -4.54478  -0.12
C -1.40654 1.41008 -3.80934  -0.30
C 3.78631 -1.66616 2.81949  -0.06
C 4.68233 -0.56177 2.22830  -0.18
H -3.42934 1.53085 -2.10491  0.08
H 0.11762 -0.61430 1.56899  0.05
H -1.29799 -0.48879 2.56856  0.10
H 6.71025 -1.70073 1.10463  0.08
H 0.07398 0.63536 -2.43638  0.13
H 3.57212 0.12436 0.62119  0.12
H 2.88040 -1.12008 -1.26775  0.09
H 4.08735 0.06216 -1.83015  0.08
H 4.25302 -1.66132 -2.26860  0.08
H 8.82414 -2.40956 1.86829  0.08
H 8.54701 -1.57796 3.41582  0.08
H 9.03372 -0.64331 1.98524  0.08
H -6.72561 2.03677 2.07976  0.12
H -7.39008 0.43966 2.43266  0.12
H -7.82625 2.00208 -1.36853  0.12
H -6.97764 2.94719 -0.14134  0.12
H -4.90416 0.49187 2.21370  0.11
H -5.68053 -0.66797 1.12996  0.12
H -5.36279 2.09006 -1.65680  0.11
H -5.99238 0.43445 -1.56718  0.13
H -0.12025 -0.09237 -4.87060  0.10
H -0.74602 1.27341 -5.94769  0.09
H -3.11866 0.81450 -5.13486  0.09
H -2.48131 -0.54524 -4.05574  0.11
H -1.63885 2.47656 -3.91548  0.13
H 4.09436 -2.62788 2.40570  0.12
H 3.95286 -1.70041 3.89732  0.12
H 4.32171 0.36332 2.67889  0.15

(6)
DFT (ωB97M-V/def2-TZVPD) results for a structure of composition C62H46Cl4N6NaSe.

Its relative energy (zero: lowest compared OMol25 entry of this formula, charge and spin) is 1.5012 eV. The HOMO energy comes out at -0.1069 Eh. The total energy is -193838.077 eV. The LUMO energy is 1.7 eV. Its net charge is -1.

Last column: Löwdin charge in e.
Positions of all 120 atoms, in Å:
Na -0.49959 0.06070 -1.08539  0.24
Cl 0.05525 -2.67854 -9.44254  0.62
C 0.14973 -2.11249 -7.79298  -0.68
C 1.02607 -1.08270 -7.47253  -0.10
C 1.10257 -0.64249 -6.16593  -0.02
C 0.32340 -1.21265 -5.14956  -0.20
C -0.56095 -2.22316 -5.51819  -0.04
C -0.64958 -2.68626 -6.82652  -0.11
C 0.47564 -0.77875 -3.74203  -0.11
C 0.86402 -1.69138 -2.80401  -0.27
C 1.27451 -3.08179 -3.07940  0.01
C 1.87984 -3.52644 -1.97307  0.00
C 1.85191 -2.42052 -0.99833  -0.26
C 2.63548 -2.37172 0.10794  -0.10
C 3.49063 -3.55231 0.42452  -0.22
C 2.96698 -4.72914 0.94644  -0.04
C 3.76390 -5.83882 1.20720  -0.12
C 5.11573 -5.76296 0.94270  -0.67
Cl 6.13296 -7.14766 1.25499  0.63
C 5.68009 -4.60040 0.43844  -0.10
C 4.86788 -3.50819 0.19404  -0.01
C 2.86654 -1.23219 0.97638  -0.15
N 2.70048 0.15928 0.78460  0.10
C 3.19088 0.77982 1.94468  -0.19
C 2.94547 2.20202 1.93368  -0.08
C 3.50998 3.19613 2.83583  -0.15
C 2.96608 4.48665 2.90487  -0.02
C 3.49462 5.44546 3.75108  -0.11
C 4.58215 5.12656 4.54700  -0.68
Cl 5.25430 6.33668 5.61545  0.61
C 5.14550 3.86438 4.50407  -0.12
C 4.60954 2.91100 3.65309  -0.02
C 2.21224 2.43406 0.82129  -0.22
C 1.79263 1.13637 0.10103  -0.06
C 1.78313 1.71464 -1.39045  -0.02
C 1.53052 3.20269 -1.04444  -0.22
N 1.86993 3.56836 0.18906  0.14
C 0.87987 3.87732 -2.03815  -0.10
C 0.41567 2.86141 -2.94708  -0.21
C -0.34312 2.78339 -4.08106  -0.04
C -0.42695 1.41540 -4.41136  -0.06
C 0.29434 0.65665 -3.52022  -0.18
N 0.77001 1.56617 -2.51395  0.06
C 0.50776 5.28412 -2.03746  -0.15
C 0.66029 6.07886 -0.88758  -0.01
C 0.30076 7.41553 -0.88144  -0.11
C -0.21666 7.99370 -2.02729  -0.69
Cl -0.67648 9.68103 -2.01764  0.61
C -0.36445 7.25043 -3.18331  -0.12
C -0.00220 5.91326 -3.18297  -0.03
C 3.68727 -0.14735 2.81403  -0.04
C 3.48475 -1.39948 2.19850  -0.05
N 1.11805 -1.38097 -1.50351  0.06
H 1.64492 -0.64215 -8.24247  0.10
H 1.78185 0.16144 -5.91211  0.13
H -1.20073 -2.64842 -4.75691  0.09
H -1.34356 -3.47224 -7.09389  0.10
H 1.18710 -3.59224 -4.02634  0.11
H 2.37899 -4.47496 -1.83800  0.11
H 1.91221 -4.76112 1.16854  0.09
H 3.34710 -6.74668 1.62374  0.10
H 6.74228 -4.55993 0.23920  0.10
H 5.30048 -2.59376 -0.19246  0.13
H 2.12360 4.73393 2.27464  0.09
H 3.06694 6.43815 3.79437  0.10
H 6.00024 3.63285 5.12534  0.10
H 5.06957 1.93504 3.60448  0.09
H 0.77867 0.88202 0.43199  0.12
H 2.78373 1.57742 -1.80544  0.17
H -0.80105 3.59381 -4.61644  0.08
H -0.95762 0.99596 -5.25069  0.11
H 1.07267 5.63069 0.00410  0.08
H 0.42015 8.00835 0.01587  0.10
H -0.75176 7.71405 -4.08083  0.10
H -0.08113 5.36231 -4.10610  0.09
H 4.10344 0.03955 3.78795  0.09
H 3.78544 -2.35414 2.59598  0.10
C -1.25436 -0.06355 3.49804  -0.07
C -1.18125 1.33501 2.89593  -0.38
C -1.75057 2.37722 3.86172  -0.06
C -1.85360 1.45382 1.54363  -0.21
C -1.37976 2.39993 0.63681  -0.03
C -1.94106 2.53593 -0.62282  -0.02
C -3.00939 1.73711 -1.03366  -0.27
C -3.57741 1.86001 -2.42094  -0.04
C -3.50916 0.81933 -0.11340  -0.07
C -2.94259 0.67978 1.15104  -0.09
H -0.62683 -0.11647 4.38924  0.08
H -0.91320 -0.82666 2.79679  0.05
H -2.27433 -0.31535 3.80112  0.08
H -0.12244 1.57474 2.73877  0.13
H -2.80505 2.17007 4.06306  0.08
H -1.67809 3.38335 3.44652  0.08
H -1.21139 2.35905 4.81075  0.08
H -0.53494 3.02830 0.90253  0.12
H -1.51012 3.25891 -1.30463  0.11
H -3.12726 1.12896 -3.09754  0.07
H -3.36884 2.84349 -2.84080  0.08
H -4.65630 1.69898 -2.41642  0.08
H -4.33436 0.17480 -0.39524  0.11
H -3.34359 -0.06979 1.82287  0.09
C -2.73314 -3.74964 -2.70821  -0.02
N -1.74057 -4.32267 -1.82699  -0.06
C -1.42562 -3.84407 -0.60194  -0.74
Se -2.07087 -2.34396 0.22241  0.74
N -0.50208 -4.68302 -0.08245  0.13
C -0.18372 -5.68450 -0.98290  -0.19
C 0.72322 -6.72939 -0.94329  -0.01
C 0.80048 -7.53918 -2.06649  -0.08
C -0.00626 -7.31487 -3.18270  -0.09
C -0.91851 -6.27042 -3.21840  -0.01
C -0.98630 -5.45618 -2.10020  -0.17
H -2.76458 -2.67482 -2.54496  0.06
H -3.71657 -4.17618 -2.50747  0.10
H -2.44778 -3.95885 -3.73624  0.07
H -0.08673 -4.49908 0.81367  0.13
H 1.35853 -6.89493 -0.08526  0.10
H 1.50947 -8.35608 -2.08082  0.10
H 0.08707 -7.96485 -4.04235  0.10
H -1.53698 -6.09483 -4.08795  0.11